(1)
Formula: C37H39GeN3O2Sn
Source: the Open Molecules 2025 dataset
Level of theory: ωB97M-V/def2-TZVPD

Structure (XYZ):
```
83
Properties=species:S:1:pos:R:3
Sn -0.16720 1.73210 -0.81720
C -3.73100 1.09980 -0.81320
N -2.60210 0.47190 -0.14620
C -2.28940 -0.83790 -0.71560
C -2.58450 0.50920 1.23640
C -3.67370 0.90240 2.01470
C -3.68370 0.69880 3.38140
C -2.62760 0.01890 4.00490
C -1.49150 -0.25560 3.29530
C -1.36540 0.17250 1.94220
N -0.20290 0.40060 1.32460
C 0.95290 0.62970 2.01120
C 1.00450 1.06870 3.35260
C 2.19510 1.39920 3.95330
C 3.38650 1.31680 3.23940
C 3.35540 0.98760 1.89450
C 2.16530 0.65330 1.26200
N 2.08530 0.40340 -0.13310
C 3.14330 1.06480 -0.89210
C 2.02450 -1.01880 -0.48410
H -4.66520 0.55800 -0.63560
H -3.55070 1.11110 -1.88940
H -3.82190 2.12700 -0.46370
H -3.13860 -1.51880 -0.60030
H -1.42370 -1.27360 -0.22400
H -2.07810 -0.73090 -1.77830
H -4.55470 1.30250 1.54110
H -4.54650 0.97150 3.96640
H -2.71330 -0.28240 5.03750
H -0.66850 -0.79930 3.74000
H 0.08080 1.23280 3.88660
H 2.19220 1.75440 4.97120
H 4.32820 1.55110 3.71110
H 4.28390 0.98450 1.34680
H 4.08030 0.50410 -0.85580
H 3.29060 2.06770 -0.49340
H 2.83100 1.14860 -1.93730
H 2.99060 -1.50360 -0.29450
H 1.79310 -1.11880 -1.54580
H 1.25680 -1.53070 0.09520
O -1.05940 3.13530 0.90190
C 0.08560 3.55510 1.19290
O 1.07610 3.23240 0.48630
C 0.29180 4.46110 2.36220
C 1.21210 5.58420 1.92200
Ge 0.49760 6.58220 0.30990
C -0.36900 5.52740 -1.15500
C 0.41420 4.75740 -2.00850
C -0.18060 3.97290 -2.99100
C -1.56440 3.97510 -3.14540
C -2.34030 4.77800 -2.32560
C -1.74150 5.55380 -1.34520
C 1.95740 7.63120 -0.51990
C 3.28060 7.44740 -0.12760
C 4.29110 8.20770 -0.68460
C 3.98800 9.15560 -1.65170
C 2.67310 9.34770 -2.05090
C 1.66390 8.57780 -1.50260
C -0.94940 7.57350 1.26930
C -2.09500 6.92010 1.69590
C -3.01850 7.58130 2.48930
C -2.76480 8.88180 2.89070
C -1.60860 9.52580 2.48840
C -0.69250 8.87080 1.68150
H 0.76670 3.89320 3.16720
H -0.67530 4.81810 2.71830
H 2.19200 5.16530 1.70590
H 1.30800 6.31030 2.72740
H 1.49410 4.79160 -1.93000
H 0.43950 3.43860 -3.70480
H -2.02460 3.41830 -3.95180
H -3.40810 4.83430 -2.47660
H -2.35630 6.20750 -0.74280
H 3.52020 6.70580 0.62270
H 5.31580 8.06490 -0.37570
H 4.77940 9.72890 -2.10950
H 2.44200 10.09590 -2.79420
H 0.64020 8.72490 -1.82170
H -2.28320 5.89000 1.41760
H -3.92160 7.07490 2.79840
H -3.46600 9.38630 3.53760
H -1.40450 10.53870 2.80220
H 0.21460 9.36800 1.36800
```

* charge: +2
* LUMO level: -9.06 eV
* highest occupied orbital energy: -12.9 eV

Atom charges from the natural (NBO) analysis, given in e for atoms 1 to 2:
1 Sn 1.584
2 C -0.432


(2)
Formula: CH3IO3
Source: the Open Molecules 2025 dataset
Level of theory: ωB97M-V/def2-TZVPD

Structure (XYZ):
```
8
Properties=species:S:1:pos:R:3
C 0.30823 0.58627 0.85521
O 1.29480 1.32122 1.40531
O -0.78865 0.99581 0.64302
O 0.71269 -0.64354 0.58215
I -1.73782 -1.70261 -2.25594
H 0.98368 2.21682 1.59948
H -2.41993 -2.00790 -3.63968
H 1.64700 -0.76607 0.81046
```

* charge: 0
* LUMO level: 0.36 eV
* highest occupied orbital energy: -9.8 eV
* SMILES: O=C(O)O.I
* energy above the lowest of the compared OMol25 structures with the same formula, charge and spin: 0.00 kJ/mol

Atom charges from the natural (NBO) analysis, given in e for atoms 1 to 2:
1 C 0.977
2 O -0.714


(3)
Formula: C23H25F2
Source: the Open Molecules 2025 dataset
Level of theory: ωB97M-V/def2-TZVPD

Structure (XYZ):
```
50
Properties=species:S:1:pos:R:3
C -2.40511 -2.94973 -4.06264
C -1.46839 -2.93919 -2.91204
C -0.42717 -2.03797 -2.91685
C 0.55986 -2.11940 -1.94543
H 0.45226 0.17528 -0.08184
C 0.41824 -2.96526 -0.82166
C 1.39957 -2.82042 0.31725
C -0.63659 -3.82353 -0.70357
C -1.64686 -3.94045 -1.80810
H -3.21264 -3.67991 -3.91687
H -2.86045 -1.95131 -4.15913
H -1.89421 -3.17218 -5.01813
H -0.33877 -1.26538 -3.69341
H 1.38625 -1.40740 -1.92781
H 2.08960 -1.98578 0.14767
H 0.84349 -2.61780 1.24765
H 2.01306 -3.71390 0.49658
H -0.79484 -4.38708 0.22418
H -2.62594 -3.74416 -1.33132
H -1.73923 -4.96904 -2.21835
C 5.44862 1.81001 2.67804
C 4.20373 1.73419 1.86937
C 3.03761 2.30617 2.37079
F 3.09618 2.86370 3.62858
C 1.81935 2.28483 1.69907
C 1.75912 1.60593 0.47861
C 0.48039 1.23142 -0.22128
C -0.89118 1.60216 0.26226
C -1.22037 1.57973 1.62731
C -2.50636 1.97755 1.99336
F -2.79742 2.16970 3.32359
C -3.50714 2.24075 1.05896
C -4.86083 2.65203 1.52862
C -3.19416 2.08469 -0.30326
C -1.89848 1.75892 -0.69691
C 2.92464 1.03608 -0.05631
C 4.13688 1.12177 0.60996
H 6.29175 1.48747 2.07238
H 5.62527 2.83288 3.01403
H 5.39423 1.17224 3.56428
H 0.92493 2.72182 2.16420
H 0.56351 1.40863 -1.29575
H -0.51118 1.26047 2.39366
H -5.54755 2.65894 0.68162
H -5.28104 2.00470 2.30830
H -4.82311 3.66509 1.93477
H -3.99039 2.27705 -1.02931
H -1.67743 1.61237 -1.75492
H 2.85014 0.46028 -0.99105
H 5.03814 0.69304 0.17084
```

* charge: +1
* LUMO level: -5.92 eV
* highest occupied orbital energy: -10.9 eV
* energy above the lowest of the compared OMol25 structures with the same formula, charge and spin: 1.58 kJ/mol

Atom charges from the natural (NBO) analysis, given in e for atoms 1 to 2:
1 C -0.691
2 C 0.306


(4)
Formula: C24H43ClP2Ru
Source: the Open Molecules 2025 dataset
Level of theory: ωB97M-V/def2-TZVPD

Structure (XYZ):
```
71
Properties=species:S:1:pos:R:3
Ru 0.53452 0.37645 -1.67783
C 1.33832 2.07119 0.65499
C 2.35946 1.26386 0.10645
C 1.49514 2.63258 -1.57290
C 0.81703 2.92305 -0.35791
C 2.45158 1.53836 -1.31957
C 0.96057 2.13072 2.07991
H 1.43017 1.35552 2.69220
H -0.11920 2.02636 2.21574
H 1.22956 3.10272 2.50757
C -0.17331 4.01091 -0.13442
H -1.00499 3.66326 0.49843
H -0.58711 4.28094 -1.11166
H 0.23844 4.92587 0.32480
C 1.55699 3.49527 -2.78297
H 2.58908 3.86233 -2.88531
H 0.88723 4.36436 -2.71033
H 1.31444 2.93709 -3.69643
C 3.66903 1.35997 -2.17595
H 4.18346 2.31577 -2.38796
H 3.41285 0.91817 -3.14874
H 4.38789 0.69775 -1.68324
C 3.30683 0.39630 0.85586
H 3.99743 1.02642 1.43685
H 3.92624 -0.25653 0.21598
H 2.77395 -0.24536 1.57169
C -2.83667 0.91541 3.29658
C -1.69941 0.66507 3.96843
C -1.01336 -0.56402 4.48875
C -1.84380 -1.89265 4.48964
C -2.08100 -2.42213 3.13633
C -2.15109 -1.58715 2.07781
C -3.41302 -0.89873 1.60858
C -3.91100 0.04835 2.71585
H -0.73032 -0.39317 5.54236
H -2.72722 -1.73083 5.12223
H -0.04331 -0.70541 3.96221
H -4.43826 -0.53918 3.47554
H -3.06089 1.97602 3.13952
H -1.12939 1.55420 4.27590
H -4.63561 0.74341 2.27429
H -3.19570 -0.32079 0.68781
H -1.22799 -1.10568 1.71002
H -4.19408 -1.64763 1.39194
H -1.25656 -2.66857 4.98778
H -2.02583 -3.51327 3.04693
P -0.72565 -1.49022 -0.94731
C -2.16962 -2.80232 -0.61679
C 0.30688 -2.60355 0.14259
P 1.09392 -1.20446 -2.95419
C -0.29603 -2.28219 -2.56372
C 2.47584 -2.15992 -2.26166
C 1.14443 -1.29056 -4.73497
H -3.12775 -2.51689 -1.06290
H -2.33237 -2.96427 0.46444
H -1.80318 -3.75590 -1.04075
H 0.44936 -3.53448 -0.42970
H -0.34045 -2.77076 1.01768
H 1.27055 -2.19487 0.47707
H 0.68525 -2.23554 -5.07449
H 2.19729 -1.19864 -5.03506
H 0.56775 -0.42986 -5.10145
H -1.09469 -2.12177 -3.29884
H 0.01032 -3.33917 -2.50463
H 3.35693 -1.92897 -2.87767
H 2.20318 -3.22986 -2.30362
H 2.69642 -1.87464 -1.22124
Cl -2.50144 1.16699 -1.64188
C -1.09039 1.07123 -2.72685
H -1.45578 0.49805 -3.59137
H -0.88189 2.10604 -3.02644
```

* charge: +1
* multiplicity: 6
* LUMO level (spin up / spin down): -2.71 / -5.36 eV
* highest occupied orbital energy (spin up / spin down): -9.2 / -11.2 eV
* energy above the lowest of the compared OMol25 structures with the same formula, charge and spin: 125.03 kJ/mol

Atom charges from the Mulliken analysis, given in e for atoms 1 to 2:
1 Ru -0.482
2 C 1.231


(5)
Formula: C6H7N3
Source: the Open Molecules 2025 dataset
Level of theory: ωB97M-V/def2-TZVPD

Structure (XYZ):
```
16
Properties=species:S:1:pos:R:3
C -0.36508 0.30826 2.62506
C -0.15291 0.12527 -1.02783
C 0.97278 0.79006 -1.41487
C -0.70114 -0.00316 0.32720
C 2.40771 1.50493 0.36367
C -1.75269 -1.01978 0.56894
N -0.29148 0.23248 3.78122
N 1.61450 1.67336 -0.62559
N -0.08748 0.51402 1.39398
H -0.71478 -0.41133 -1.82101
H 1.13445 0.80595 -2.48001
H 2.81969 0.50808 0.73084
H 2.63343 2.37511 0.86306
H -2.40944 -1.36093 -0.27141
H -2.44646 -0.59211 1.31488
H -1.12572 -1.81939 1.16540
```

* charge: 0
* multiplicity: 3
* LUMO level (spin up / spin down): 0.37 / -3.16 eV
* highest occupied orbital energy (spin up / spin down): -6.4 / -9.6 eV
* energy above the lowest of the compared OMol25 structures with the same formula, charge and spin: 14.14 kJ/mol

Atom charges from the Mulliken analysis, given in e for atoms 1 to 2:
1 C 0.490
2 C -0.315